{
  "formula": "C35H40N8O8S3Ta",
  "method": "the ωB97M-V functional and the def2-TZVPD basis",
  "symbols": ["Ta", "C", "O", "C", "C", "O", "C", "H", "H", "H", "H", "H", "H", "H", "H", "H", "H", "S", "C", "C", "C", "C", "C", "C", "N", "C", "C", "C", "C", "C", "C", "C", "H", "H", "H", "H", "H", "H", "H", "H", "N", "C", "C", "C", "C", "C", "C", "S", "O", "O", "N", "C", "N", "C", "C", "C", "N", "H", "H", "H", "H", "H", "H", "H", "H", "H", "C", "C", "S", "O", "O", "C", "C", "N", "C", "N", "C", "C", "N", "O", "O", "C", "H", "H", "H", "H", "H", "H", "H", "H", "H", "H", "H", "H", "H"],
  "positions_angstrom": [[0.5420, 0.4763, 1.0215], [-1.1278, 0.6642, 4.0450], [-0.3258, 1.4040, 3.0789], [-0.5781, 2.8220, 3.1616], [0.6034, 3.5315, 2.6154], [0.8799, 2.9723, 1.3375], [1.8304, 3.7698, 0.6102], [-0.8407, 0.9760, 5.0454], [-0.9339, -0.3888, 3.9148], [-2.1854, 0.8708, 3.8837], [-0.7134, 3.1068, 4.2034], [-1.4863, 3.0608, 2.6067], [1.4761, 3.4154, 3.2608], [0.3690, 4.5911, 2.5152], [1.3896, 4.7372, 0.3807], [2.0738, 3.2477, -0.3095], [2.7367, 3.9132, 1.2010], [4.9771, 1.5703, 1.4550], [4.4191, 1.4503, 3.0991], [5.1350, 1.6929, 4.2682], [4.4989, 1.4582, 5.4704], [3.1812, 0.9845, 5.5042], [2.4677, 0.7709, 4.3428], [3.0935, 1.0248, 3.1231], [2.5543, 0.8709, 1.8319], [3.4615, 1.0723, 0.8880], [3.1286, 0.8158, -0.5064], [4.0908, 0.7582, -1.5023], [3.7161, 0.4035, -2.7918], [2.3895, 0.0947, -3.0742], [1.4240, 0.1581, -2.0791], [1.7772, 0.5373, -0.7857], [6.1609, 2.0407, 4.2315], [5.0331, 1.6255, 6.3978], [2.7230, 0.7680, 6.4622], [1.4585, 0.3814, 4.3726], [5.1299, 0.9694, -1.2730], [4.4628, 0.3561, -3.5753], [2.1091, -0.1987, -4.0791], [0.3935, -0.0743, -2.3297], [-2.9270, -5.8983, -2.0155], [-2.3486, -4.9985, -1.2112], [-2.1555, -5.2929, 0.1639], [-1.5758, -4.3845, 0.9946], [-1.1876, -3.1396, 0.4675], [-1.3521, -2.8175, -0.8954], [-1.9218, -3.7430, -1.7195], [-0.5255, -1.9977, 1.5094], [-1.1214, -0.6230, 1.0873], [-0.6579, -2.2489, 2.9011], [1.0264, -1.4343, 1.1805], [2.1276, -2.3732, 1.2270], [3.3320, -1.8610, 1.1067], [4.3312, -2.7516, 1.1264], [4.1100, -4.1092, 1.2701], [2.7950, -4.5122, 1.4214], [1.7904, -3.6318, 1.3954], [-3.2829, -6.7660, -1.6508], [-3.1094, -5.6961, -2.9834], [-2.4712, -6.2562, 0.5506], [-1.4234, -4.5998, 2.0470], [-1.0640, -1.8507, -1.2933], [-2.0503, -3.5183, -2.7733], [5.3353, -2.3517, 1.0262], [4.9269, -4.8205, 1.2719], [2.5219, -5.5517, 1.5650], [-4.6140, -1.6237, -4.8410], [-3.4246, -0.7008, -5.1122], [-2.9140, 0.1581, -3.6189], [-1.5124, -0.1322, -3.3445], [-3.8463, -0.1053, -2.5507], [-3.0051, 1.8952, -4.0707], [-3.1091, 2.8952, -2.8967], [-2.5740, 2.4290, -1.5967], [-1.2689, 2.2762, -1.3295], [-1.1068, 1.7468, -0.1077], [-2.3816, 1.5683, 0.4118], [-3.2764, 1.9762, -0.4904], [-4.7176, 1.8584, -0.3354], [-5.4383, 2.2638, -1.2269], [-5.0736, 1.3533, 0.7102], [-0.2183, 2.7211, -2.2830], [-4.9355, -2.0821, -5.7746], [-5.4525, -1.0694, -4.4230], [-4.3558, -2.4083, -4.1311], [-3.6834, 0.0725, -5.8396], [-2.5351, -1.2277, -5.4565], [-3.8959, 1.9926, -4.6946], [-2.1165, 2.0717, -4.6786], [-4.1388, 3.1503, -2.7286], [-2.5661, 3.7969, -3.1636], [-2.5891, 1.1524, 1.3799], [-0.4217, 3.7378, -2.6226], [-0.2041, 2.0655, -3.1576], [0.7593, 2.6951, -1.8193]],
  "atomic_forces_ev_per_a": [[1.2, 3.8, -0.6], [-0.1, 0.0, 0.0], [0.2, -0.5, -0.9], [-0.2, 0.1, 0.2], [0.3, 0.1, 0.1], [0.0, -0.5, -0.6], [0.1, -0.1, 0.0], [0.1, 0.1, 0.1], [0.1, -0.1, 0.0], [0.0, 0.0, -0.1], [-0.1, -0.1, 0.1], [-0.1, -0.1, 0.0], [0.1, 0.0, 0.0], [0.0, 0.1, 0.0], [-0.1, 0.1, 0.0], [0.0, 0.0, 0.0], [0.0, 0.0, 0.0], [0.2, 0.0, 0.1], [0.1, 0.0, -0.1], [0.1, 0.0, 0.0], [0.1, 0.0, 0.0], [0.0, 0.0, 0.1], [-0.1, -0.1, -0.1], [-0.2, 0.0, -0.1], [-0.5, -0.4, 0.1], [0.0, 0.0, 0.2], [-0.1, 0.0, 0.0], [0.1, 0.1, -0.1], [0.0, 0.0, 0.0], [0.1, 0.0, -0.1], [-0.1, -0.1, 0.1], [-0.7, -0.1, 0.8], [-0.1, 0.0, 0.0], [0.0, 0.0, -0.1], [0.0, 0.0, -0.1], [0.1, 0.0, 0.1], [0.0, 0.0, -0.1], [0.0, 0.0, 0.0], [0.0, 0.0, 0.1], [0.1, 0.0, 0.0], [0.0, 0.1, 0.1], [-0.1, -0.1, 0.0], [-0.1, -0.2, -0.1], [0.1, 0.0, 0.1], [0.2, 0.4, 0.1], [-0.1, -0.2, 0.1], [0.1, 0.0, -0.1], [0.1, -0.6, -0.1], [0.3, -0.4, 0.1], [-0.1, -0.5, -0.1], [-0.4, -1.0, 0.4], [-0.1, 0.3, 0.1], [0.1, 0.0, -0.1], [0.0, 0.1, 0.0], [0.1, -0.1, 0.0], [-0.1, 0.0, 0.0], [-0.3, -0.1, 0.0], [0.0, 0.0, 0.0], [0.0, 0.0, 0.0], [0.0, 0.1, 0.0], [0.0, 0.0, -0.1], [0.0, 0.0, 0.0], [0.0, 0.0, 0.1], [-0.1, 0.0, 0.0], [-0.1, 0.1, 0.0], [0.0, 0.1, 0.0], [0.1, 0.1, 0.1], [-0.2, 0.0, 0.1], [0.0, -0.1, 0.3], [-0.1, 0.0, -0.1], [0.0, 0.2, 0.0], [0.0, -0.1, 0.2], [0.2, -0.2, 0.0], [-0.3, -0.1, -0.3], [0.1, 0.1, 0.0], [0.2, -1.1, 0.5], [0.4, 0.0, 0.2], [-0.3, 0.1, -0.5], [-0.4, 0.1, 0.0], [0.4, -0.1, 0.3], [0.2, 0.2, -0.4], [-0.1, 0.0, -0.1], [0.1, 0.0, 0.0], [0.0, 0.0, 0.0], [0.0, 0.0, 0.0], [0.1, -0.1, 0.0], [0.0, 0.0, 0.0], [0.1, 0.1, 0.0], [-0.1, 0.0, -0.1], [-0.3, 0.1, 0.1], [0.0, 0.1, 0.0], [0.0, 0.0, 0.0], [0.0, 0.0, 0.1], [0.0, 0.1, 0.1], [0.0, 0.0, 0.0]],
  "total_charge": 3,
  "spin_multiplicity": 1,
  "de_lowest_ev": 1.5981,
  "homo_lumo_gap_ev": 5.86
}

{
  "formula": "C4H8N2O",
  "method": "the ωB97M-V functional and the def2-TZVPD basis",
  "symbols": ["C", "C", "O", "C", "N", "C", "N", "H", "H", "H", "H", "H", "H", "H", "H"],
  "positions_angstrom": [[-0.4229, 0.8709, -1.5231], [0.4120, 0.9584, -0.2691], [-0.4508, 1.2850, 0.8708], [-0.3856, -0.0098, 1.3170], [-1.1481, -0.6663, 2.0667], [0.7848, -0.3816, 0.4307], [0.7786, -1.6274, -0.2856], [-1.2221, 0.1320, -1.4010], [0.1892, 0.5836, -2.3820], [-0.8899, 1.8417, -1.7218], [1.2154, 1.6965, -0.3572], [-1.9166, -0.0822, 2.4018], [1.7273, -0.2496, 0.9729], [1.4577, -2.2766, 0.0904], [-0.1288, -2.0746, -0.2104]],
  "atomic_forces_ev_per_a": [[0.0, 0.0, 0.0], [0.1, 0.1, -0.3], [-0.1, 0.0, 0.1], [-0.1, -0.3, 0.2], [0.1, 0.3, -0.1], [0.0, 0.1, 0.1], [-0.1, 0.0, 0.0], [0.1, 0.1, 0.0], [-0.1, 0.0, 0.1], [0.1, -0.1, 0.0], [-0.1, -0.1, 0.0], [0.1, -0.1, 0.0], [-0.2, 0.0, -0.1], [0.0, 0.1, 0.0], [0.1, 0.0, -0.1]],
  "total_charge": 0,
  "spin_multiplicity": 1,
  "de_lowest_ev": 1.7217,
  "homo_lumo_gap_ev": 10.70
}

{
  "formula": "C20H32BrN2O3Tc",
  "method": "the ωB97M-V functional and the def2-TZVPD basis",
  "symbols": ["Tc", "C", "O", "C", "C", "O", "C", "C", "O", "C", "H", "H", "H", "H", "H", "H", "H", "H", "H", "H", "H", "H", "H", "H", "N", "C", "C", "C", "C", "N", "H", "H", "H", "H", "H", "H", "H", "H", "H", "H", "H", "H", "Br", "C", "C", "C", "C", "C", "C", "C", "C", "C", "C", "H", "H", "H", "H", "H", "H"],
  "positions_angstrom": [[0.3234, 0.7977, -0.3256], [1.8117, -4.0921, 0.7206], [1.0013, -2.8702, 0.6173], [0.1239, -2.7636, 1.7401], [-1.0076, -1.8619, 1.4080], [-0.6698, -0.4175, 1.3136], [-0.7463, 0.2908, 2.5969], [-0.7746, 1.7518, 2.3024], [0.3211, 2.0944, 1.3905], [1.4864, 2.7346, 2.0210], [1.1691, -4.9698, 0.7146], [2.4077, -4.0822, 1.6351], [2.4735, -4.1342, -0.1371], [0.6675, -2.4198, 2.6226], [-0.2957, -3.7459, 1.9756], [-1.7908, -1.9640, 2.1570], [-1.4337, -2.1473, 0.4515], [0.0895, -0.0022, 3.2300], [-1.6750, 0.0312, 3.1006], [-0.6946, 2.3383, 3.2147], [-1.6934, 2.0266, 1.8085], [1.1707, 3.6743, 2.4584], [2.2179, 2.9293, 1.2469], [1.8992, 2.0823, 2.7885], [2.1760, -0.0431, 0.2652], [3.4702, -0.0989, -0.5499], [3.3079, -0.1866, -2.0546], [2.4626, -1.3554, -2.5933], [1.0339, -0.9974, -2.9588], [0.1564, -0.8110, -1.7245], [2.4185, 0.3369, 1.1812], [1.8690, -1.0179, 0.4738], [4.0240, -0.9541, -0.1701], [4.0523, 0.7815, -0.2932], [4.3209, -0.2527, -2.4507], [2.9058, 0.7529, -2.4395], [2.4513, -2.2000, -1.8886], [2.9254, -1.7457, -3.4988], [0.5769, -1.7867, -3.5501], [0.9967, -0.0794, -3.5383], [0.2460, -1.6609, -1.1556], [-0.8083, -0.8091, -2.0441], [-2.0461, 1.5591, -1.0642], [-1.4312, 2.9180, -2.2577], [-2.3625, 3.6346, -2.9662], [-1.8915, 4.6539, -3.7931], [-0.5361, 4.9235, -3.8515], [0.3792, 4.1792, -3.0939], [1.7628, 4.4914, -3.1084], [2.6777, 3.7806, -2.3137], [2.2397, 2.7356, -1.5386], [0.8743, 2.3275, -1.5264], [-0.0702, 3.1191, -2.2807], [-3.4269, 3.4269, -2.8875], [-2.5971, 5.2376, -4.3742], [-0.1664, 5.7273, -4.4825], [2.1095, 5.3106, -3.7337], [3.7281, 4.0490, -2.3162], [2.9802, 2.2085, -0.9372]],
  "atomic_forces_ev_per_a": [[0.2, 0.8, -0.1], [-0.1, 0.4, 0.0], [0.3, -0.3, 0.2], [0.5, -0.1, -0.1], [-0.6, 0.6, 0.0], [0.1, -0.5, 0.3], [0.0, -0.5, -0.2], [0.5, 0.3, -0.1], [0.1, 0.0, 0.2], [-0.4, -0.2, -0.1], [-0.1, 0.0, 0.0], [-0.1, 0.1, 0.0], [0.0, 0.1, -0.1], [0.1, 0.0, 0.1], [-0.1, 0.0, 0.0], [-0.1, 0.1, 0.0], [-0.1, 0.1, -0.2], [0.1, -0.1, 0.0], [-0.1, -0.2, 0.0], [0.1, 0.0, 0.1], [-0.2, 0.2, -0.2], [-0.1, 0.1, 0.1], [0.0, 0.0, -0.2], [0.0, -0.1, 0.1], [0.0, -0.4, -0.1], [-0.2, -0.2, 0.1], [-0.3, -0.1, -0.1], [0.0, -0.1, 0.3], [-0.1, 0.1, 0.4], [0.4, 0.0, -0.1], [0.0, 0.0, 0.0], [0.3, 0.1, -0.2], [0.0, -0.1, 0.0], [0.0, 0.0, 0.1], [0.1, -0.1, 0.0], [0.1, -0.2, -0.1], [0.1, 0.1, -0.1], [0.0, 0.0, 0.0], [0.0, -0.1, 0.0], [-0.1, 0.1, 0.0], [0.1, -0.1, -0.1], [-0.1, 0.0, -0.1], [-0.1, -0.2, 0.2], [-0.7, -0.1, 0.0], [-0.2, -0.1, 0.1], [0.2, 0.3, -0.2], [-0.3, 0.2, -0.2], [0.6, 0.2, -0.1], [0.4, -0.2, 0.2], [-0.3, 0.7, -0.6], [-0.5, -0.3, 0.3], [0.1, -0.6, 0.4], [0.8, -0.2, 0.3], [0.2, 0.0, 0.0], [0.1, -0.1, 0.0], [-0.1, -0.1, 0.1], [0.0, -0.1, 0.1], [-0.1, 0.0, 0.0], [-0.3, 0.3, -0.2]],
  "total_charge": 3,
  "spin_multiplicity": 4,
  "de_lowest_ev": 0.0000,
  "homo_lumo_gap_ev": [7.65, 5.96]
}